The following is a DFT calculation (the ωB97M-V functional and the def2-TZVPD basis) of a structure of composition C39H38N7O8PSY.

Structure (XYZ):
```
95
Properties=species:S:1:pos:R:3:lowdin_charge:R:1
H -0.24880 -6.34426 -2.87579 0.07
H 0.35378 -1.39651 -5.23469 0.10
H -1.81945 -0.13440 -3.13061 0.09
H -3.38067 -2.28561 1.07398 0.11
C 0.28129 -0.49127 -2.95206 -0.33
C -1.98253 5.68988 -1.32711 -0.09
H -1.57482 2.22804 -3.80111 0.11
C 0.56720 2.18240 -3.70357 -0.08
C 5.88996 4.94007 0.32416 -0.10
H -0.71795 0.37533 5.12703 0.08
C -3.21162 5.06896 -1.48160 -0.08
C 2.34832 2.59425 -0.06764 -0.16
N 0.79868 0.04148 3.12533 0.10
N 0.67365 -2.12311 3.78820 -0.01
N 0.09283 2.71587 -0.42283 0.02
O -2.22784 1.57421 -0.85894 -0.20
C 1.68517 1.40237 -3.43964 -0.05
H -3.32203 -0.13401 -0.91055 0.07
C 1.56220 0.06861 -3.07264 -0.30
C 2.79583 -0.74692 -2.80441 -0.07
H 2.56733 5.28695 -0.27818 0.09
C -1.60151 -2.36797 -1.80883 -0.35
Y -0.65231 0.75307 0.91915 1.57
O 1.19509 1.72882 4.56013 0.10
H -4.09144 5.65342 -1.71536 0.10
P 0.12574 -2.24018 -2.39058 1.14
H 2.25145 -1.85246 2.64807 0.08
H -5.19031 -2.89351 -0.46474 0.10
H 6.78488 5.53877 0.42997 0.09
N 1.21783 3.28668 -0.40996 0.11
H 4.60451 6.62961 -0.05415 0.10
H -4.74126 -3.11201 -2.90634 0.09
O 1.41546 0.39910 -0.00841 -0.17
C 2.41943 1.18529 0.07614 -0.36
C -3.49882 0.93084 -1.02189 -0.04
C 0.05181 -3.12200 -4.00323 -0.33
N 1.53009 -2.55585 2.76943 0.06
H -2.44365 -2.79815 -3.73199 0.10
H 0.09135 5.39693 -0.83524 0.10
H 0.99239 -2.57900 1.90668 0.04
H -1.89600 6.76241 -1.44195 0.10
O -2.78591 0.24863 1.73603 -0.46
H 2.88995 -1.56593 -3.52200 0.08
H 0.40328 -2.64379 -7.35214 0.10
H -4.18902 1.25889 -0.24537 0.11
C -3.33205 3.69548 -1.32185 -0.01
C 3.51310 4.80608 -0.07883 -0.03
C -2.65043 -2.68275 -2.67399 -0.13
C -0.87205 4.93420 -0.99417 -0.01
C -0.69555 1.62433 -3.60960 -0.09
H 0.44358 -4.98492 -1.97131 0.07
H -1.06400 -2.02756 1.55055 0.03
H -1.28130 -5.03769 -2.26981 0.08
C 0.25989 -3.17410 -6.41870 -0.10
H 0.51254 -2.79927 4.51428 0.14
C -0.83545 -1.75272 0.51548 -0.23
C -3.17026 -2.42387 0.02108 -0.08
H 2.74496 -1.18873 -1.80907 0.05
C -0.08725 -5.20599 -5.20164 -0.06
H -3.88404 1.14466 -2.02259 0.10
H -0.77175 -1.25805 5.59661 0.12
C 3.72406 0.61072 0.32310 -0.01
H 2.67423 1.84269 -3.50268 0.11
C -0.83105 0.29563 -3.22924 -0.08
N 0.89495 1.36091 3.44415 -0.42
C 3.54267 3.40112 0.05202 -0.10
C -1.84519 -2.20380 -0.41993 -0.35
H 3.76018 -0.46930 0.40598 0.11
C 0.09492 -4.54806 -6.41100 -0.10
C 4.83202 1.36728 0.45474 -0.02
C -0.30960 -5.26911 -2.70983 -0.07
C 4.78204 2.79226 0.32488 -0.18
H 3.69043 -0.12715 -2.86802 0.08
H 0.10918 -5.10847 -7.33746 0.09
C -2.21369 2.93694 -1.01319 -0.25
O -1.89824 1.01147 3.83291 -0.38
C 0.42700 -0.83100 4.05825 -0.41
H 0.68356 3.22729 -3.96455 0.10
S -2.77280 1.41513 2.71238 0.29
C -0.10618 -4.51771 -3.99553 -0.29
C -0.97760 3.56238 -0.82593 -0.19
H 5.78946 0.90071 0.66000 0.11
O -4.09538 1.82764 3.10678 -0.32
H -0.21535 -6.28270 -5.19051 0.10
H -4.29976 3.22980 -1.42506 0.11
H 0.18929 -1.98187 0.21456 -0.01
O 0.73016 2.09287 2.46756 -0.03
C -3.94326 -2.86794 -2.21758 -0.12
C 4.65583 5.55305 0.05034 -0.09
C 0.23471 -2.47168 -5.22027 -0.08
C -4.18783 -2.74520 -0.84904 -0.11
H 6.88095 3.08093 0.67308 0.11
N -0.22933 -0.51641 5.18444 0.19
C 5.94150 3.57761 0.45907 -0.05
O -2.02314 2.44857 1.90539 -0.42
```

Properties
LUMO energy: 1.76 eV
Total charge: -1
HOMO-LUMO gap: 6.1 eV
Energy above the lowest of the compared OMol25 structures with the same formula, charge and spin: 3.3 kcal/mol